No. 1
Density functional theory data (the ωB97M-V functional and the def2-TZVPD basis) for a molecular structure, C18H27N6O2PtS.

The energy above the lowest of the compared OMol25 structures with the same formula, charge and spin is 4.8 kcal per mole. The value obtained for the HOMO energy (spin up / spin down) is -9.74 / -11.27 eV. The HOMO-LUMO gap (spin up / spin down) comes out at 6.91 / 6.20 eV. As for the expectation value of S²: 6.017. The value obtained for the largest force on an atom is 0.008 Eh/bohr. For the total energy, the calculation gives -46211.7992 eV. As for the multiplicity: 5. Its total charge is +1. The LUMO energy (spin up / spin down) is -2.84 / -5.08 eV.

XYZ file:
```
55
Properties=species:S:1:pos:R:3:forces:R:3:mulliken_charge:R:1
Pt 0.355544 -0.000582 0.354802 0.023 -0.062 0.210 1.89
N 1.501770 1.199571 2.084817 0.047 0.048 0.045 -0.50
N 0.518735 1.897445 2.797645 0.056 0.014 0.046 -0.18
C -0.814414 1.670079 2.488888 -0.195 -0.313 -0.172 0.36
O -1.682977 2.415218 2.880047 0.009 0.033 0.005 -0.64
O -1.027468 0.559270 1.809590 -0.023 0.311 0.153 -0.79
H 2.009519 0.563499 2.689960 0.030 -0.002 0.010 0.26
H 2.149456 1.830107 1.627807 0.000 0.009 -0.034 0.26
H 0.740454 2.810871 3.159734 0.041 0.006 0.015 0.26
C -1.611422 -2.671205 4.024561 -0.058 -0.015 -0.095 -0.84
N -2.018797 -2.693238 2.622331 -0.063 -0.050 0.156 0.15
C -3.302364 -2.923817 2.153674 0.122 0.043 0.103 -0.51
C -3.270055 -2.804898 0.816837 0.144 0.081 -0.046 -0.39
N -1.954082 -2.496623 0.476323 0.048 -0.071 -0.145 0.57
C -1.186094 -2.439913 1.601434 -0.211 0.034 -0.040 0.10
S 0.482404 -2.158984 1.711770 0.011 -0.122 -0.232 -0.41
C -1.516916 -2.264786 -0.860583 -0.198 -0.067 0.281 0.16
C -1.685758 -3.243663 -1.818171 -0.036 0.001 -0.046 -0.66
C -1.346346 -2.937947 -3.128416 -0.008 -0.076 -0.001 -0.46
C -0.861292 -1.675629 -3.425936 -0.002 0.085 0.045 -0.90
C -0.704222 -0.768771 -2.392685 -0.037 -0.086 -0.057 -0.02
N -1.024379 -1.059777 -1.126519 0.181 0.077 -0.132 -0.22
H -2.441829 -3.030911 4.624660 -0.001 0.011 0.008 0.34
H -1.353995 -1.654180 4.313135 0.000 0.015 -0.015 0.30
H -0.748956 -3.316812 4.165678 0.003 -0.014 0.003 0.36
H -4.122165 -3.135046 2.816463 0.022 -0.003 0.006 0.47
H -4.049225 -2.873052 0.079331 0.023 -0.009 -0.002 0.50
H -2.067474 -4.214569 -1.534929 0.006 0.001 -0.018 0.51
H -1.456010 -3.683050 -3.905016 -0.013 0.010 0.008 0.44
H -0.598149 -1.394262 -4.435427 -0.002 -0.008 0.007 0.44
H -0.310547 0.226400 -2.560965 0.028 -0.015 -0.006 0.49
C -3.349139 3.641900 -0.940435 0.006 -0.005 0.018 -1.09
C -1.927429 4.188689 -0.783543 0.034 -0.193 -0.018 -0.33
C -0.954724 3.113270 -0.566774 -0.047 0.294 0.216 0.15
N -0.187971 2.295048 -0.324798 -0.072 -0.057 -0.398 -0.43
H -4.042261 4.472092 -1.057706 0.000 0.001 -0.004 0.35
H -3.638435 3.070846 -0.059868 0.006 0.005 0.006 0.32
H -3.429175 3.001923 -1.818023 0.006 0.000 0.002 0.32
H -1.859032 4.850337 0.080574 0.015 -0.001 0.024 0.26
H -1.613055 4.755374 -1.660181 0.000 0.002 -0.013 0.31
C 2.932429 1.814993 -1.270405 -0.003 0.014 -0.022 -1.54
C 3.388763 0.381254 -0.996995 -0.057 -0.010 0.088 3.08
C 3.814192 -0.266161 -2.322724 0.020 -0.027 -0.048 -1.80
C 4.603627 0.414151 -0.048180 -0.006 0.008 0.022 -1.66
C 2.323286 -0.469120 -0.371406 0.198 0.093 0.069 -2.04
H 3.768604 2.403399 -1.652740 -0.009 -0.001 -0.006 0.51
H 2.559789 2.305905 -0.370163 0.018 0.015 -0.016 0.22
H 2.130461 1.845296 -2.010858 -0.007 -0.017 0.024 0.24
H 4.601642 0.321592 -2.800385 -0.008 -0.007 0.011 0.44
H 2.970841 -0.328200 -3.014697 0.012 0.005 0.014 0.36
H 4.196883 -1.275328 -2.159657 -0.006 0.011 -0.002 0.42
H 5.442860 0.924059 -0.527243 -0.017 0.006 0.007 0.44
H 4.923417 -0.593904 0.218723 0.000 0.004 -0.013 0.39
H 4.367565 0.949524 0.875019 0.009 -0.015 -0.002 0.32
H 2.373906 -1.547683 -0.528361 -0.040 0.010 -0.018 0.46
```
Forces are in eV/Å.



No. 2
Density functional theory data (the ωB97M-V functional and the def2-TZVPD basis) for 2 unconnected molecules or ions with the total composition C18H27NO3 at a distorted geometry.

The energy above the lowest of the compared OMol25 structures with the same formula, charge and spin is 482.5 kcal per mole. The value obtained for the HOMO energy is -5.63 eV. The HOMO-LUMO gap comes out at 2.69 eV. The value obtained for the largest force on an atom is 0.193 Eh/bohr. For the total energy, the calculation gives -26716.9744 eV. Its total charge is 0. The LUMO energy is -2.93 eV.

XYZ file:
```
49
Properties=species:S:1:pos:R:3:forces:R:3:mulliken_charge:R:1
C -2.593522 -0.929002 2.748333 9.526 2.559 0.860 -0.59
C -1.267646 -0.406155 2.822459 -8.244 -3.845 -0.347 -0.04
C 0.302314 0.108244 2.873567 -0.337 -0.262 0.118 -0.19
C 0.575915 1.516762 2.071692 -0.617 -0.140 0.269 -0.66
C 0.120185 1.514759 0.496812 -0.134 1.710 0.682 -0.56
N 0.556630 0.249574 -0.245175 0.338 -3.613 -2.267 0.37
C 1.963392 -0.288024 -0.072907 -1.351 -2.550 -2.018 -0.04
C 2.471068 -1.659471 -0.813891 -4.411 2.072 -0.408 -0.69
C 1.379920 -2.447723 -1.804658 -1.103 2.419 1.558 0.31
C 1.937936 -3.800584 -2.550700 6.712 -0.739 -0.395 0.20
O 3.285550 -3.859645 -2.739245 -9.043 0.467 1.248 -0.47
O 1.122844 -4.942032 -3.002176 1.164 2.167 2.262 -0.45
C -0.168636 -1.843080 -1.987854 3.718 1.374 2.299 0.14
C -1.277190 -2.573062 -2.950902 -0.178 0.413 -0.452 -0.57
C -2.456834 -3.390743 -2.158969 -1.122 0.778 0.401 -0.66
C -2.727359 -2.903687 -0.616930 -1.006 -1.197 0.119 0.13
C -4.226654 -3.519383 -0.203631 -0.054 1.347 0.125 -1.05
C -0.453145 -0.432010 -1.141751 2.211 -2.463 -0.658 -0.18
H -3.504338 -1.693415 2.852468 2.539 2.349 -0.317 0.28
H 0.671219 0.293823 3.993719 -1.272 -0.490 -2.394 0.37
H 0.957283 -0.798776 2.481863 -1.513 1.816 0.643 0.24
H -0.053393 2.346662 2.632669 1.544 -1.476 -1.560 0.41
H 1.701161 1.834678 2.149952 -2.264 -0.550 -0.065 0.32
H -1.054394 1.663532 0.394512 2.610 -0.715 0.144 0.42
H 0.638088 2.457249 -0.020921 -1.001 -1.851 1.299 0.02
H 2.671716 0.317712 0.662025 -1.864 -1.359 -1.825 0.37
H 3.560116 -2.042767 -0.615666 -2.475 0.781 -0.598 0.36
H 1.029771 -5.635000 -2.272052 0.411 1.533 -1.151 0.35
H -1.798496 -1.713091 -3.588528 1.204 -1.751 1.491 0.34
H -0.801562 -3.323710 -3.742578 -0.560 1.873 1.942 0.31
H -3.467711 -3.176661 -2.756099 2.226 -0.519 1.199 0.29
H -2.332855 -4.554304 -2.140588 0.141 2.270 -0.150 0.29
H -1.916515 -3.388101 0.102282 -1.591 1.391 -1.531 0.21
H -2.827154 -1.740656 -0.478064 0.618 -2.364 -0.314 0.02
H -4.530490 -4.402736 -0.910977 0.608 1.567 1.638 0.33
H -5.002379 -2.626925 -0.361671 1.534 -2.092 0.219 0.27
H -4.285820 -3.781195 0.947255 0.169 0.245 -2.513 0.27
H -1.552211 0.007081 -1.281070 2.924 -0.668 0.719 0.36
C 1.848139 5.120019 -0.188256 0.291 0.772 -0.689 -1.35
C 1.516380 5.389896 1.288878 1.827 -0.715 -0.478 0.48
C 2.808554 5.747167 2.042070 0.503 0.866 -0.119 -1.38
O 1.039555 4.272177 1.808680 -1.717 -1.637 0.800 -0.70
H 2.560298 4.293855 -0.314742 -0.067 0.023 0.306 0.24
H 0.946259 4.877071 -0.764401 -0.024 0.026 0.215 0.27
H 2.297405 6.009330 -0.645780 0.044 0.019 -0.241 0.43
H 0.902490 6.301594 1.296873 -0.635 0.224 0.165 0.18
H 3.556334 4.944233 1.997989 -0.301 -0.060 -0.090 0.31
H 2.610386 5.963770 3.099507 -0.136 -0.135 -0.207 0.31
H 3.267398 6.642752 1.606575 0.162 0.128 0.068 0.38
```
Forces are in eV/Å.